1.
{
  "formula": "C26H30BrIrN3O2",
  "method": "wB97M-V/def2-TZVPD",
  "homo_lumo_gap_ha": [0.1436, 0.1435],
  "total_energy_ha": -4001.5518,
  "homo_ev": [-9.82, -9.82],
  "e_above_lowest_kj_mol": 343.0,
  "total_charge": 1,
  "symbols": ["Ir", "O", "C", "N", "C", "C", "C", "C", "C", "C", "N", "C", "C", "C", "C", "C", "N", "H", "H", "H", "H", "H", "H", "H", "H", "H", "H", "C", "C", "C", "C", "C", "C", "C", "Br", "C", "O", "C", "C", "C", "C", "C", "C", "H", "H", "H", "H", "H", "H", "H", "H", "H", "H", "H", "H", "H", "H", "H", "H", "H", "H", "H", "H"],
  "coordinates": [[-0.014778, 0.104501, -0.001103], [-3.674858, 1.586779, -0.002414], [-2.723530, 0.840016, -0.001377], [-1.414281, 1.255269, -0.001904], [-1.296812, 2.696632, -0.002533], [0.115296, 3.082772, -0.000496], [0.456234, 4.430495, -0.002789], [1.772592, 4.801179, -0.000284], [2.730956, 3.797970, 0.005291], [2.324735, 2.490228, 0.007488], [1.018366, 2.093266, 0.004155], [-2.838331, -0.617815, -0.001138], [-4.068248, -1.230557, -0.001495], [-4.115837, -2.610307, -0.000733], [-2.917953, -3.299045, 0.000524], [-1.720237, -2.605194, 0.000797], [-1.660164, -1.261545, -0.000290], [-1.809582, 3.119822, 0.863443], [-1.807012, 3.119706, -0.869887], [-0.337902, 5.166405, -0.006598], [2.056826, 5.845293, -0.002273], [3.788144, 4.023670, 0.008124], [3.087373, 1.743937, 0.013451], [-4.949234, -0.602874, -0.002266], [-5.062857, -3.133768, -0.001014], [-2.890789, -4.379816, 0.001269], [-0.785302, -3.118518, 0.001774], [6.102444, -6.151182, 0.001359], [6.062551, -4.623032, -0.000109], [6.792521, -4.115458, -1.254715], [6.789761, -4.112784, 1.255050], [4.640195, -4.080359, -0.001793], [4.439245, -2.694119, -0.005696], [3.158979, -2.224830, -0.006715], [2.780430, -0.428274, -0.012805], [1.979720, -3.036433, -0.003290], [0.852393, -2.467708, -0.001734], [2.205946, -4.477101, -0.000894], [3.507750, -4.919416, 0.000043], [1.030746, -5.447732, 0.000279], [0.199827, -5.233049, 1.280329], [1.481888, -6.909063, 0.000793], [0.198295, -5.234392, -1.278919], [7.142718, -6.479101, 0.002196], [5.625567, -6.573752, -0.886421], [5.624717, -6.572161, 0.889463], [7.799737, -4.537362, -1.285910], [6.884931, -3.027711, -1.262356], [6.269459, -4.419282, -2.164317], [7.797522, -4.533206, 1.288587], [6.265557, -4.416131, 2.164134], [6.880357, -3.024852, 1.261227], [5.279716, -2.012719, -0.007525], [3.679868, -5.983660, 0.002172], [0.758266, -5.591541, 2.147368], [-0.728563, -5.808217, 1.220443], [-0.047118, -4.189491, 1.464048], [2.065916, -7.159425, 0.889341], [2.065874, -7.159989, -0.887661], [0.595690, -7.546801, 0.001067], [-0.049823, -4.191132, -1.462690], [-0.729511, -5.810408, -1.217657], [0.756015, -5.592828, -2.146413]],
  "atomic_forces_ev_per_a": [[0.610, -0.449, 0.011], [0.437, 0.073, 0.004], [-1.611, -0.265, -0.011], [-0.170, 1.294, 0.003], [-0.265, 0.205, 0.004], [0.482, 0.139, 0.001], [-0.337, -0.023, 0.000], [0.264, 0.206, 0.000], [-0.016, 0.124, 0.000], [-0.594, -0.075, 0.005], [0.719, -0.111, -0.009], [0.108, -0.157, 0.002], [-0.082, 0.223, 0.001], [-0.056, -0.301, 0.000], [-0.252, 0.101, 0.000], [-0.213, 0.361, 0.000], [0.216, -0.839, -0.006], [-0.054, -0.089, 0.090], [-0.058, -0.091, -0.095], [0.023, -0.022, 0.000], [-0.007, -0.023, 0.000], [-0.031, -0.029, 0.000], [0.079, -0.020, 0.006], [0.014, -0.043, 0.000], [0.019, 0.012, 0.000], [0.030, 0.014, 0.000], [0.025, 0.030, 0.001], [0.016, -0.031, 0.002], [-0.018, 0.063, 0.000], [0.055, -0.063, -0.011], [0.055, -0.063, 0.010], [-0.072, 0.533, -0.003], [0.610, -0.828, 0.001], [-0.696, -0.494, -0.001], [0.015, -0.175, -0.007], [0.965, -0.676, 0.006], [-0.162, 0.790, -0.002], [-0.093, 0.539, 0.000], [0.113, 0.106, -0.003], [0.008, 0.160, 0.003], [-0.030, -0.049, -0.021], [-0.024, -0.066, -0.001], [-0.032, -0.049, 0.023], [-0.015, -0.007, 0.000], [0.012, 0.022, 0.032], [0.013, 0.023, -0.032], [-0.017, 0.045, -0.008], [-0.015, -0.040, 0.008], [0.010, 0.001, 0.041], [-0.017, 0.045, 0.008], [0.010, 0.001, -0.040], [-0.015, -0.040, -0.008], [-0.037, -0.001, -0.001], [0.000, 0.008, -0.001], [-0.015, 0.011, -0.018], [0.033, 0.004, 0.027], [0.030, -0.034, -0.003], [-0.018, 0.020, -0.034], [-0.019, 0.020, 0.035], [0.022, -0.004, 0.000], [0.029, -0.033, 0.002], [0.033, 0.004, -0.027], [-0.014, 0.011, 0.017]],
  "mulliken_charge": [0.5133, -0.6072, -0.4432, 0.1738, -0.4908, 0.4700, -0.9235, -0.2017, -1.0769, 0.0241, -0.2054, 0.6789, -0.4076, -0.6439, -0.4181, 0.6551, -0.0253, 0.3764, 0.3767, 0.4364, 0.4548, 0.4337, 0.4442, 0.4849, 0.4565, 0.4533, -0.2288, -2.1105, 1.9893, -1.6056, -1.6150, -0.4526, -0.1765, -0.4738, -0.1466, 0.5427, -0.4722, -0.2582, 0.0831, 2.1620, -1.4836, -2.3525, -1.4861, 0.4441, 0.4082, 0.4097, 0.4514, 0.3235, 0.3705, 0.4509, 0.3732, 0.3217, 0.4589, 0.6204, 0.3881, 0.4069, 0.2881, 0.4198, 0.4194, 0.4543, 0.2927, 0.4069, 0.3876]
}

2.
{
  "formula": "C26H30CeN9S2",
  "method": "wB97M-V/def2-TZVPD",
  "homo_lumo_gap_ha": [0.2727, 0.2739],
  "spin_multiplicity": 2,
  "total_energy_ha": -2772.6452,
  "homo_ev": [-12.99, -13.01],
  "e_above_lowest_kj_mol": 146.2,
  "total_charge": 2,
  "symbols": ["Ce", "C", "N", "C", "C", "C", "C", "C", "C", "N", "C", "C", "C", "C", "C", "C", "N", "C", "C", "C", "C", "C", "N", "H", "H", "H", "H", "H", "H", "H", "H", "H", "H", "H", "H", "H", "H", "H", "H", "H", "H", "C", "S", "C", "S", "N", "N", "C", "C", "C", "C", "C", "C", "N", "H", "H", "H", "H", "H", "H", "H", "H", "N", "N", "H", "H", "H", "H"],
  "coordinates": [[0.024040, 0.325787, 0.246035], [2.125303, -2.379765, 0.614124], [1.741728, -1.540431, -0.482260], [2.895914, -0.757448, -0.989232], [3.397315, 0.241216, 0.048991], [4.717395, 0.605117, 0.108705], [5.091189, 1.620947, 0.948963], [4.143014, 2.022226, 1.892213], [2.839713, 1.604407, 1.793609], [2.445658, 0.654933, 0.894531], [1.169899, -2.378593, -1.542826], [0.529202, -1.583474, -2.642055], [0.155509, -2.277784, -3.850511], [-0.502636, -1.614595, -4.837072], [-0.602197, -0.213396, -4.727244], [-0.290402, 0.392559, -3.522011], [0.201349, -0.332912, -2.457529], [0.870759, -2.894556, 1.290773], [0.740621, -4.265890, 1.646680], [-0.382332, -4.605030, 2.499643], [-1.302493, -3.632413, 2.859743], [-1.048468, -2.341889, 2.430870], [0.032218, -1.988343, 1.680461], [2.642089, -1.783186, 1.327604], [2.757635, -3.247359, 0.409678], [2.604785, -0.250446, -1.910998], [3.761398, -1.422958, -1.254450], [5.460711, 0.139657, -0.573003], [6.136378, 1.903019, 0.918658], [4.547435, 2.845274, 2.459654], [2.035668, 1.953274, 2.402461], [0.351093, -3.094078, -1.217851], [1.935011, -2.994301, -2.017364], [0.320642, -3.362442, -3.918832], [-0.842244, -2.036910, -5.759697], [-0.942114, 0.326523, -5.619466], [-0.410550, 1.464153, -3.343713], [1.250031, -5.043405, 1.152829], [-0.523442, -5.655524, 2.822583], [-2.255924, -3.945109, 3.323607], [-1.649475, -1.519255, 2.750752], [-4.729375, 0.670832, -3.621979], [-3.897451, -0.757002, -2.898992], [-3.095227, -0.103519, -1.511748], [-2.278990, -1.280949, -0.475935], [-3.001382, 1.150235, -1.269104], [-2.335180, 1.379056, -0.096691], [-3.029070, 1.938791, 0.788551], [-2.421030, 2.200060, 2.130335], [-2.902559, 3.142146, 3.070493], [-2.196555, 3.221425, 4.303665], [-1.036933, 2.527391, 4.514253], [-0.639171, 1.626337, 3.558806], [-1.267127, 1.466054, 2.361181], [-5.203690, 0.333029, -4.552011], [-4.050823, 1.494014, -3.765365], [-5.605848, 0.924204, -3.059307], [-4.055763, 2.181698, 0.593832], [-3.876106, 3.613141, 2.956067], [-2.615890, 3.817760, 5.058772], [-0.415672, 2.679115, 5.393574], [0.185598, 0.954253, 3.770450], [0.253679, 2.460513, -1.049496], [0.520644, 3.039892, 0.190125], [0.756363, 2.898420, -1.786902], [-0.742981, 2.433762, -1.224353], [0.029555, 3.882556, 0.437809], [1.479557, 3.169188, 0.326921]],
  "atomic_forces_ev_per_a": [[-1.493, -0.983, -0.002], [-0.951, -1.211, 0.772], [0.210, 0.208, -1.170], [1.059, -0.744, 0.014], [-1.485, -1.663, -0.437], [1.059, -0.157, -1.408], [-0.168, -1.558, 0.393], [1.187, 1.688, -0.875], [0.012, -1.168, -0.351], [1.583, 1.743, 0.325], [-0.955, -0.400, -0.737], [-0.964, -1.256, -1.873], [0.374, -0.641, 1.491], [0.592, 1.460, -0.007], [-0.254, 0.272, 0.148], [0.140, -0.762, 0.125], [0.100, 1.568, -0.238], [1.658, -2.827, 0.427], [-3.107, 1.524, 1.325], [1.640, -0.469, -1.375], [-0.236, -0.315, -0.347], [0.793, 0.044, -0.161], [-1.956, 1.378, 1.293], [0.502, 0.419, 0.719], [0.202, 0.130, -0.664], [-0.016, 0.083, 0.111], [-0.715, 0.309, 0.107], [-0.741, 0.393, 0.422], [-0.193, 0.506, 0.386], [-0.869, 0.029, 0.943], [-0.131, 0.401, 0.658], [1.029, 0.908, 0.374], [0.260, -0.199, 0.127], [0.054, 0.548, 0.059], [-0.054, -0.613, -0.168], [0.027, 0.098, 0.719], [-0.082, -0.422, -0.216], [1.118, -0.656, -0.125], [0.087, 0.778, -0.383], [0.822, 0.592, 0.084], [-0.597, 0.317, -0.095], [-0.487, -0.655, -0.385], [-0.100, -0.075, -0.029], [0.904, -0.927, 0.053], [-0.149, -0.408, -0.173], [-0.816, 0.521, -1.079], [0.726, 0.406, 0.197], [0.132, 0.712, 1.766], [1.290, 0.154, 0.223], [0.738, -1.941, 0.509], [-1.008, 0.158, -1.924], [0.459, 0.049, 0.331], [-0.468, -0.424, -1.625], [-0.678, 0.650, 1.165], [0.714, -0.039, -0.120], [0.051, 0.274, -0.119], [-0.115, 0.471, 0.823], [-0.507, 0.198, 0.001], [0.343, 0.105, -0.152], [-0.288, 0.898, 0.914], [-0.391, -0.204, 0.037], [0.168, 0.055, -0.219], [0.132, -0.233, -0.552], [-1.436, -0.510, 1.407], [0.143, 0.424, -0.917], [-0.223, 0.442, -0.212], [-0.310, 0.330, -0.337], [1.635, 0.216, 0.025]],
  "mulliken_charge": [0.6137, -0.8495, 0.8380, -1.0876, 0.7976, -0.8890, -0.4921, -0.8355, -0.5612, 0.6122, -1.1857, 0.6471, -1.0661, -0.5893, -0.7330, -0.4123, 0.8268, 0.5591, -1.1874, -0.3230, -0.9932, -0.0278, 0.2813, 0.4036, 0.3970, 0.4592, 0.5186, 0.4176, 0.4644, 0.3913, 0.5078, 0.4705, 0.5369, 0.4496, 0.4976, 0.4394, 0.2020, 0.4552, 0.3871, 0.4082, 0.3939, -0.9218, 0.0793, 0.3846, -0.4837, -1.3049, 0.9668, -0.7194, 0.7130, -0.9153, -0.3592, -1.0802, -0.1281, 0.2637, 0.3959, 0.2524, 0.3413, 0.4454, 0.4581, 0.4895, 0.4414, 0.5985, -0.1589, -0.4653, 0.2480, 0.2177, 0.2431, 0.2551]
}

3.
{
  "formula": "C26H30N2O4",
  "method": "wB97M-V/def2-TZVPD",
  "homo_lumo_gap_ha": 0.3178,
  "smiles": "COc1ccccc1CN1C[C@H](C(=O)N2CCC(C(=O)c3ccccc3)CC2)CCC1=O",
  "total_energy_ha": -1419.2750,
  "homo_ev": -8.48,
  "e_above_lowest_kj_mol": 67.4,
  "symbols": ["C", "O", "C", "C", "C", "C", "C", "C", "C", "N", "C", "C", "C", "O", "N", "C", "C", "C", "C", "O", "C", "C", "C", "C", "C", "C", "C", "C", "C", "C", "C", "O", "H", "H", "H", "H", "H", "H", "H", "H", "H", "H", "H", "H", "H", "H", "H", "H", "H", "H", "H", "H", "H", "H", "H", "H", "H", "H", "H", "H", "H", "H"],
  "coordinates": [[0.724976, 5.359635, 2.610256], [0.714743, 4.716216, 1.361960], [-0.462263, 4.255976, 0.862374], [-1.680419, 4.309482, 1.528517], [-2.822367, 3.797120, 0.934078], [-2.763358, 3.226472, -0.322107], [-1.548970, 3.170034, -0.987607], [-0.396875, 3.681845, -0.418754], [0.923875, 3.624145, -1.135998], [1.919101, 2.866786, -0.395605], [1.485691, 1.558423, 0.041419], [2.656344, 0.671577, 0.461892], [2.109121, -0.616993, 1.069936], [1.987892, -0.736976, 2.274852], [1.770409, -1.620397, 0.224962], [1.738964, -1.601659, -1.219040], [0.297629, -1.702025, -1.722445], [-0.367582, -2.967602, -1.182242], [-1.829407, -3.029770, -1.600359], [-2.373713, -2.089156, -2.134614], [-2.577064, -4.271600, -1.278647], [-1.973673, -5.506192, -1.043572], [-2.747532, -6.614616, -0.753192], [-4.127704, -6.509270, -0.689142], [-4.738499, -5.288817, -0.928326], [-3.969117, -4.181530, -1.225523], [-0.268997, -2.969254, 0.349695], [1.191948, -2.830903, 0.775231], [3.461269, 1.455073, 1.494857], [4.045982, 2.685201, 0.821143], [3.068034, 3.479068, -0.029393], [3.353756, 4.597855, -0.414332], [0.072887, 6.238939, 2.616896], [0.428820, 4.680385, 3.417276], [1.755614, 5.675617, 2.763952], [-1.750187, 4.748145, 2.511508], [-3.761337, 3.847047, 1.465213], [-3.652195, 2.824385, -0.782989], [-1.497796, 2.725220, -1.971258], [1.338944, 4.630112, -1.250197], [0.787854, 3.173829, -2.126623], [0.924678, 1.107857, -0.785086], [0.797384, 1.654040, 0.893430], [3.301441, 0.456073, -0.394291], [2.309797, -2.466674, -1.582761], [2.206361, -0.701339, -1.610665], [-0.276111, -0.835344, -1.388950], [0.286966, -1.711118, -2.813266], [0.156331, -3.844031, -1.577417], [-0.902265, -5.619247, -1.105888], [-2.271506, -7.568070, -0.577565], [-4.724910, -7.378828, -0.458485], [-5.813924, -5.203369, -0.885064], [-4.426522, -3.222596, -1.418161], [-0.836965, -2.125374, 0.746715], [-0.687078, -3.887254, 0.764128], [1.770282, -3.691411, 0.419174], [1.271101, -2.769125, 1.861569], [4.256644, 0.833198, 1.909193], [2.803152, 1.738275, 2.316951], [4.463534, 3.375374, 1.555948], [4.866814, 2.397138, 0.156440]],
  "atomic_forces_ev_per_a": [[0.009, 0.136, 0.281], [-0.108, -0.165, -0.370], [-0.187, -0.116, -0.149], [0.271, 0.148, 0.207], [-0.067, -0.074, -0.128], [-0.190, -0.021, 0.034], [0.090, 0.094, 0.109], [0.125, 0.043, 0.092], [0.105, 0.340, -0.052], [-0.335, -0.193, -0.259], [0.103, -0.283, 0.056], [-0.131, 0.139, 0.378], [0.283, 0.245, -0.209], [-0.030, 0.168, 0.353], [-0.057, -0.422, -0.080], [-0.155, 0.192, -0.308], [0.144, -0.249, -0.033], [-0.175, 0.504, -0.053], [0.486, 0.032, -0.059], [-0.029, -0.009, 0.050], [-0.573, -0.295, -0.003], [0.000, 0.217, -0.056], [-0.021, -0.147, 0.023], [0.036, -0.025, -0.006], [-0.051, -0.020, 0.006], [0.152, 0.076, -0.003], [0.277, -0.220, -0.080], [-0.246, -0.039, 0.413], [0.076, -0.126, -0.167], [-0.049, 0.004, 0.083], [0.486, -0.064, 0.044], [0.156, 0.286, 0.048], [0.014, -0.045, -0.004], [-0.007, 0.036, -0.047], [-0.081, 0.006, 0.042], [0.031, 0.043, 0.089], [-0.072, 0.003, 0.044], [-0.087, -0.036, -0.037], [0.051, -0.057, -0.105], [-0.078, -0.184, -0.098], [-0.026, 0.073, 0.066], [-0.010, -0.002, 0.075], [0.009, -0.103, -0.083], [-0.065, 0.010, -0.028], [0.034, 0.109, -0.029], [0.043, -0.046, 0.037], [0.012, 0.032, -0.053], [-0.028, 0.065, -0.018], [0.000, -0.050, 0.026], [0.116, 0.025, 0.033], [0.037, -0.069, 0.006], [-0.046, -0.072, 0.024], [-0.087, 0.012, 0.010], [-0.028, 0.064, -0.022], [-0.053, 0.020, 0.047], [-0.025, 0.025, 0.051], [-0.009, 0.003, 0.013], [0.034, -0.091, -0.181], [-0.055, 0.031, 0.062], [0.001, -0.057, 0.030], [-0.005, 0.029, -0.115], [-0.019, 0.072, 0.005]],
  "mulliken_charge": [-1.0791, -0.2267, 0.8015, -0.6794, -0.6194, -0.8750, -0.4044, 0.7095, -1.4032, 0.1760, -0.4166, 0.3130, 0.1675, -0.7065, 0.1484, -1.0726, -0.7414, 0.2895, -0.1304, -0.6318, 0.5340, -0.0015, -0.8733, -0.3317, -0.5778, -0.4814, -0.5867, -1.2527, -0.8166, -0.6399, 0.7608, -0.6902, 0.3784, 0.4020, 0.2662, 0.4320, 0.3893, 0.3909, 0.3979, 0.4519, 0.4393, 0.1153, 0.1624, 0.5401, 0.3971, 0.4954, 0.2494, 0.5075, 0.3315, 0.3527, 0.3871, 0.3884, 0.3894, 0.4381, 0.2836, 0.5320, 0.4110, 0.4736, 0.4234, 0.2745, 0.3954, 0.2422]
}